Entry 1:
Below is a structure of composition C7H11I2NO3 at a distorted geometry, with properties calculated with ωB97M-V/def2-TZVPD.

Values from the calculation:
Energy relative to the best compared isomer or geometry (same formula, charge and spin) (kcal per mole): 123.1
Lowest unoccupied orbital energy (alpha / beta) (eV): -1.009 / -1.027
Spin multiplicity: 1
Orbital gap (alpha / beta) (eV): 7.26 / 7.39
E_tot (eV): -31264.540
HOMO energy (alpha / beta) (eV): -8.26 / -8.42

Each line ends with the natural charge from an NBO analysis.
Atoms and positions in Å:
1 C -1.101 -0.918 -0.633  0.1637
2 C -0.205 -0.111 -0.117  0.0400
3 C -0.115 1.281 0.136  0.6898
4 C -2.562 -3.569 0.377  -0.6502
5 C 2.729 3.716 0.323  -0.6206
6 C -2.062 -3.060 -1.004  -0.0691
7 C 1.329 3.102 0.641  -0.0643
8 N 1.796 -1.164 -0.258  -0.8417
9 O -1.097 1.999 0.209  -0.5792
10 O -0.936 -2.180 -0.873  -0.4495
11 O 1.192 1.759 0.276  -0.5180
12 I 2.795 -0.106 -1.712  0.3228
13 I 2.421 -0.808 1.698  0.2921
14 H -2.115 -0.325 -0.781  0.2189
15 H -3.555 -4.139 0.411  0.2193
16 H -1.878 -4.269 0.651  0.2106
17 H -2.691 -2.938 1.243  0.2310
18 H 3.449 3.013 0.767  0.2194
19 H 2.915 3.884 -0.829  0.2145
20 H 2.838 4.649 0.765  0.2149
21 H -2.993 -2.681 -1.354  0.1841
22 H -1.782 -3.813 -1.720  0.2058
23 H 0.627 3.644 0.152  0.1836
24 H 1.002 3.032 1.633  0.1820



Entry 2:
Below is a cluster of 5 separate species, C4H20BF4N3O2S in total at a distorted geometry, with properties calculated with ωB97M-V/def2-TZVPD.

Values from the calculation:
Energy relative to the best compared isomer or geometry (same formula, charge and spin) (kcal per mole): 40.3
Total charge: +2
Lowest unoccupied orbital energy (eV): -6.899
Spin multiplicity: 1
Orbital gap (eV): 7.37
E_tot (eV): -35409.437
HOMO energy (eV): -14.27

Each line ends with the natural charge from an NBO analysis.
Atoms and positions in Å:
1 N -14.287 -25.682 -17.286  -0.8694
2 H -13.705 -26.254 -16.677  0.4660
3 H -13.639 -25.022 -17.753  0.4713
4 H -14.951 -25.090 -16.790  0.4429
5 H -14.814 -26.097 -18.056  0.4608
6 N -15.697 -21.550 -18.420  -0.8734
7 H -16.633 -21.959 -18.406  0.4507
8 H -14.992 -22.295 -18.614  0.4621
9 H -15.454 -21.089 -17.543  0.4603
10 H -15.698 -20.881 -19.195  0.4652
11 N -9.711 -23.562 -17.092  -0.8767
12 H -9.479 -23.750 -16.115  0.4449
13 H -9.400 -22.609 -17.280  0.4597
14 H -10.751 -23.577 -17.254  0.4714
15 H -9.302 -24.319 -17.639  0.4573
16 B -12.731 -22.934 -18.345  1.3246
17 F -11.607 -23.111 -19.159  -0.5457
18 F -13.886 -23.589 -18.833  -0.5587
19 F -12.393 -23.691 -17.133  -0.5879
20 F -12.814 -21.611 -18.083  -0.5255
21 C -12.210 -17.660 -16.491  -0.4179
22 C -11.925 -19.096 -15.953  -0.3858
23 C -11.681 -19.057 -14.438  -0.6832
24 S -12.660 -17.671 -13.813  2.1375
25 O -11.794 -16.629 -13.284  -0.9107
26 O -13.748 -18.085 -12.963  -0.9288
27 C -13.264 -17.243 -15.499  -0.6465
28 H -12.647 -17.707 -17.484  0.2266
29 H -11.267 -17.137 -16.337  0.2395
30 H -11.084 -19.596 -16.437  0.2072
31 H -12.822 -19.721 -16.023  0.1743
32 H -10.670 -18.704 -14.226  0.2550
33 H -12.004 -19.971 -13.949  0.2433
34 H -13.379 -16.176 -15.292  0.2679
35 H -14.195 -17.799 -15.590  0.2217



Entry 3:
Below is a cluster of 2 separate species, C11H14NO5PS in total, with properties calculated with ωB97M-V/def2-TZVPD.

Values from the calculation:
Lowest unoccupied orbital energy (eV): -2.035
Spin multiplicity: 1
Orbital gap (eV): 7.24
E_tot (eV): -43484.827
HOMO energy (eV): -9.28

Each line ends with the natural charge from an NBO analysis.
Atoms and positions in Å:
1 O -2.112 -2.792 0.032  -0.5309
2 C -1.106 -3.384 -0.207  0.7882
3 O -0.989 -4.097 -1.357  -0.6687
4 C 0.132 -3.399 0.687  -0.5551
5 C 1.180 -2.467 0.152  -0.0423
6 C 2.403 -2.827 -0.223  -0.2339
7 C 3.379 -1.801 -0.700  0.4979
8 O 4.566 -1.934 -0.535  -0.4511
9 C 2.773 -0.590 -1.359  -0.3878
10 P 3.652 0.342 -2.654  0.8664
11 S 5.509 0.791 -2.446  -0.4958
12 C 1.557 -0.218 -0.970  -0.1970
13 C 0.833 -1.009 0.069  0.4991
14 O 0.034 -0.509 0.821  -0.4773
15 H -0.087 -4.416 -1.474  0.4808
16 H -0.179 -3.096 1.686  0.2741
17 H 0.544 -4.409 0.718  0.2306
18 H 2.758 -3.849 -0.143  0.2338
19 H 2.745 1.406 -2.785  -0.0360
20 H 3.321 -0.427 -3.783  -0.0335
21 H 1.058 0.667 -1.353  0.2403
22 C -2.870 4.584 1.872  -0.7215
23 C -2.936 3.893 0.527  0.6742
24 O -3.215 4.501 -0.492  -0.6318
25 N -2.669 2.562 0.499  -0.6156
26 C -2.311 1.681 1.597  -0.4189
27 H -3.107 5.632 1.718  0.2437
28 H -3.586 4.151 2.572  0.2247
29 H -1.875 4.500 2.310  0.2237
30 H -2.739 2.158 -0.422  0.3970
31 H -1.335 1.235 1.417  0.2191
32 H -3.045 0.880 1.698  0.1997
33 H -2.283 2.240 2.527  0.2038